{
  "formula": "C40H65AlN8OPS2Se",
  "method": "the ωB97M-V functional and the def2-TZVPD basis",
  "homo_ev": -9.47,
  "gap_ha": 0.2512,
  "energy_ha": -5858.124320,
  "charge": 1,
  "symbols": ["H", "C", "P", "C", "H", "H", "C", "H", "N", "C", "H", "H", "C", "H", "H", "C", "H", "C", "C", "H", "H", "H", "H", "C", "C", "H", "C", "C", "C", "H", "H", "C", "H", "C", "C", "C", "H", "C", "H", "H", "H", "C", "H", "Se", "H", "H", "H", "H", "H", "H", "H", "H", "H", "H", "H", "C", "H", "H", "C", "N", "C", "H", "C", "C", "H", "C", "Al", "H", "C", "N", "H", "H", "C", "S", "N", "C", "N", "H", "H", "O", "N", "H", "H", "C", "H", "C", "N", "H", "C", "C", "H", "C", "H", "H", "C", "C", "H", "H", "C", "H", "C", "H", "H", "C", "H", "H", "H", "C", "H", "H", "C", "S", "H", "H", "H", "N", "H", "H", "H"],
  "positions_angstrom": [[4.223170, -1.976046, 0.589187], [0.695225, 3.919940, -1.644460], [2.700576, -0.115044, -0.013302], [5.102313, 3.496327, 1.777988], [5.041980, 3.448679, -0.375062], [4.399782, 3.679933, 2.596554], [-6.436707, -0.452794, 0.383728], [1.550206, -1.047049, 6.581441], [-1.019684, 4.318246, 0.016827], [-5.439695, -0.203635, -3.457473], [1.756252, -1.008510, 4.862895], [1.639299, -4.435706, 2.906792], [2.678167, -0.025947, -2.843881], [5.464209, 0.070424, 1.246738], [3.199524, 0.407750, -3.705298], [-2.249426, -4.416506, -0.264216], [1.155535, 3.076083, -2.148187], [-4.245029, 3.188435, -3.345832], [0.384442, 0.727175, 3.352222], [5.597063, 1.740982, 2.955235], [-3.012451, -0.266070, 1.975110], [-0.396935, -1.392660, -1.769849], [-6.111339, -1.039653, -3.535966], [-2.047021, -0.007681, 2.392803], [-7.378007, 2.280147, 1.018915], [0.640434, 1.545678, 1.383704], [-2.076984, -2.019482, -0.596688], [3.402790, -2.333833, -3.515373], [3.638060, -0.025475, -1.642992], [-5.955271, 3.309645, -0.114647], [1.461736, 4.509690, -1.139680], [-0.013981, 1.017681, 2.061798], [2.372761, 2.965109, 1.000916], [3.209734, 2.594193, 0.396507], [1.077148, -2.881960, 1.516430], [-3.407860, -1.666319, -3.449400], [-2.777247, -5.259823, 0.163929], [4.350088, 3.614055, 0.455354], [-3.534780, -2.065825, -4.454720], [0.924188, -3.038224, 3.671398], [-3.628785, -2.981186, 0.539179], [-3.474574, 0.822807, -3.266256], [0.296428, -3.555801, 1.160660], [-1.654018, 1.182830, -3.020206], [1.797065, -2.616916, -0.484552], [-0.740726, -5.633687, -1.198697], [4.078229, 0.975301, -1.591138], [1.525716, -1.386272, -4.063791], [-6.207283, -1.471790, 0.069443], [4.130536, -0.960441, 2.720250], [-6.973593, -0.524706, 1.331626], [1.815952, 0.615981, -2.634307], [5.212669, -3.013671, -2.541245], [3.062706, -3.335596, -3.787478], [3.782430, -3.495614, 2.789428], [-5.674826, 1.123542, -3.454618], [1.649738, -1.851869, -2.377327], [3.818483, -2.900692, -1.487705], [-0.058701, -0.351196, 5.570401], [-4.449198, 1.748244, -3.354378], [5.748089, 2.100750, 1.934142], [-3.421586, 3.440403, -4.008584], [-1.105510, -4.630538, -1.024107], [-5.140179, 1.522541, 0.279016], [5.433247, -1.071190, -0.995846], [4.338010, -2.402182, -2.309876], [-1.878009, 0.917333, -0.369892], [3.949210, -1.941230, -4.379921], [-0.315466, 3.424537, -0.659930], [-6.218432, 2.371369, 0.129813], [-2.354518, -1.535273, -3.236315], [6.827895, 2.161471, 1.788281], [2.213915, -2.797111, 0.504060], [-1.091392, -0.206160, 6.834213], [-2.605965, -0.747812, -0.464849], [-0.469113, 0.015136, 4.182526], [-5.179658, 0.273367, 0.511021], [-1.776307, 4.019156, 0.620454], [-7.104254, -0.005647, -0.358136], [-0.475082, 2.196692, -0.476656], [1.217910, -0.754209, 5.676703], [3.205926, -2.667144, 4.207937], [0.452795, -3.679420, -2.150248], [4.794137, -1.008882, -1.878982], [2.728011, -3.762484, 0.449356], [1.612334, -3.344769, 2.876865], [-4.074990, -0.373838, -3.358204], [-3.548438, -0.740574, -0.076605], [-0.907475, -2.245529, -1.334718], [3.213073, -1.458918, 2.404224], [1.349565, 1.068295, 3.702179], [-2.729800, -3.134006, -0.049732], [-2.426469, -0.854661, 4.321677], [2.385248, -0.796949, 2.679687], [3.025432, -2.787408, 3.135181], [5.157394, 1.077574, 0.957827], [2.836259, 2.518854, -0.629617], [5.862027, 4.275046, 1.849514], [-0.441438, -3.532602, -1.554106], [-7.111541, 1.758951, 1.937334], [3.632350, 1.199026, 0.924472], [-0.904382, 5.301469, -0.160374], [-8.218869, 1.766287, 0.555719], [-1.720867, -0.334830, 3.689478], [-5.156995, 3.662755, -3.700205], [0.608376, -1.893717, 1.597332], [-6.594093, 1.676875, -3.519605], [3.213858, -1.672969, 0.877177], [-4.017868, 3.524362, -2.336144], [3.956068, 4.625044, 0.325790], [2.211761, -1.428447, -3.214904], [-3.589258, 2.392187, 0.087899], [-3.831896, -2.348844, -2.716600], [5.563657, 1.238443, -0.043865], [3.281775, 1.114076, 1.958881], [-1.202038, 0.647928, 1.575175], [5.418935, -0.592999, -2.678413], [-7.695549, 3.286334, 1.285435], [0.199724, 4.552928, -2.381717]],
  "forces_ev_per_a": [[0.01, 0.04, -0.05], [0.00, 0.03, 0.00], [0.03, 0.00, 0.10], [0.01, -0.02, -0.02], [0.00, 0.00, 0.00], [-0.01, -0.01, -0.01], [0.05, 0.03, 0.02], [0.00, 0.00, 0.00], [-0.03, -0.05, -0.04], [0.09, -0.05, -0.05], [0.00, 0.01, 0.01], [0.00, -0.01, 0.02], [0.02, -0.03, 0.02], [-0.02, -0.01, 0.01], [0.00, 0.01, 0.00], [-0.01, 0.02, -0.01], [0.00, -0.01, 0.00], [-0.03, 0.05, -0.02], [0.04, 0.03, -0.01], [0.02, 0.00, 0.00], [0.03, 0.01, 0.00], [0.06, -0.01, -0.02], [0.01, 0.00, 0.00], [0.02, 0.01, -0.05], [0.02, 0.03, 0.00], [-0.01, -0.04, 0.03], [-0.03, 0.08, 0.01], [0.00, 0.00, 0.02], [-0.03, -0.05, -0.01], [0.03, 0.06, 0.03], [-0.01, 0.00, -0.01], [-0.03, 0.04, -0.02], [-0.01, 0.00, -0.02], [0.01, -0.02, 0.00], [0.01, -0.01, 0.01], [-0.07, -0.01, -0.01], [0.00, 0.00, 0.01], [0.01, 0.00, 0.02], [-0.02, 0.01, 0.00], [0.01, 0.02, -0.01], [0.00, 0.00, 0.00], [-0.09, -0.02, -0.10], [0.01, 0.01, 0.00], [-0.03, 0.04, 0.09], [0.02, -0.02, -0.04], [0.00, 0.01, 0.00], [-0.01, 0.01, -0.01], [0.00, 0.00, -0.01], [-0.01, 0.00, 0.00], [0.02, -0.01, 0.00], [0.00, 0.01, 0.01], [0.00, 0.00, 0.01], [0.00, 0.00, 0.00], [0.00, 0.00, 0.01], [0.00, 0.01, -0.02], [0.05, 0.08, -0.01], [-0.02, 0.04, 0.00], [0.02, 0.01, -0.02], [-0.07, 0.03, 0.09], [-0.05, 0.00, 0.10], [-0.01, 0.00, -0.01], [0.00, -0.01, -0.01], [-0.01, -0.03, -0.01], [0.03, -0.09, 0.04], [0.01, 0.00, -0.01], [-0.01, 0.01, -0.01], [-0.12, 0.13, -0.01], [-0.01, 0.00, 0.00], [0.06, 0.08, -0.03], [-0.06, -0.07, -0.05], [0.02, 0.04, -0.01], [0.00, 0.01, -0.02], [-0.01, 0.01, 0.04], [0.04, 0.00, -0.09], [0.09, -0.12, -0.09], [-0.02, -0.01, 0.00], [-0.01, 0.02, -0.03], [0.01, 0.01, 0.03], [0.00, 0.00, -0.01], [-0.06, -0.08, -0.06], [0.01, -0.03, -0.02], [0.00, -0.02, -0.01], [-0.04, -0.02, 0.00], [-0.01, 0.01, 0.00], [0.01, 0.01, 0.04], [0.02, 0.01, 0.00], [-0.03, -0.05, 0.00], [0.03, -0.01, 0.03], [0.03, -0.02, 0.09], [-0.01, -0.05, 0.00], [0.01, -0.01, -0.01], [0.00, -0.06, -0.03], [0.00, 0.00, -0.01], [-0.01, 0.04, 0.00], [-0.05, 0.02, 0.02], [-0.01, 0.02, 0.01], [0.05, -0.02, 0.03], [0.00, 0.00, 0.02], [-0.03, 0.04, 0.01], [0.00, 0.00, 0.02], [-0.01, -0.01, -0.05], [0.01, 0.02, -0.01], [0.00, -0.01, 0.00], [-0.01, 0.00, 0.05], [0.00, -0.02, -0.01], [0.01, 0.01, 0.01], [0.01, 0.01, 0.00], [-0.08, -0.03, 0.00], [0.02, -0.01, -0.02], [0.00, 0.00, 0.01], [0.05, 0.01, 0.00], [0.01, 0.00, 0.06], [0.01, 0.00, 0.01], [0.00, 0.00, 0.00], [0.02, 0.01, 0.01], [0.01, -0.10, 0.01], [0.00, 0.00, 0.00], [0.00, 0.00, -0.02], [0.00, 0.00, 0.00]],
  "lowdin_charge": [0.102, 0.027, 1.147, -0.186, 0.116, 0.110, -0.123, 0.110, 0.230, -0.024, 0.075, 0.112, -0.216, 0.102, 0.121, -0.094, 0.081, -0.036, -0.004, 0.107, 0.103, 0.072, 0.135, -0.063, -0.085, 0.077, -0.356, -0.188, -0.425, 0.084, 0.095, -0.088, 0.102, -0.227, -0.187, 0.001, 0.104, -0.200, 0.107, 0.097, 0.107, -0.633, 0.100, 0.831, 0.051, 0.101, 0.090, 0.118, 0.069, 0.107, 0.078, 0.079, 0.116, 0.110, 0.117, -0.028, 0.059, 0.087, -0.847, -0.109, -0.177, 0.080, -0.106, -0.763, 0.094, -0.188, -0.180, 0.116, -0.505, -0.068, 0.045, 0.110, -0.221, 0.712, 0.007, -0.222, -0.049, 0.060, 0.070, -0.095, 0.116, 0.100, 0.100, -0.195, 0.126, -0.178, -0.094, 0.029, -0.087, -0.225, 0.122, -0.044, 0.113, 0.067, -0.188, -0.213, 0.073, 0.108, -0.107, 0.088, -0.456, 0.136, 0.075, 0.011, 0.098, 0.097, 0.130, -0.428, 0.040, 0.107, -0.206, 0.790, 0.102, 0.107, 0.088, 0.046, 0.122, 0.087, 0.105]
}